# 1
C34H64N8O12P as an isolated structure in a non-equilibrium geometry, computed with the ωB97M-V functional and the def2-TZVPD basis.

The total charge is +1. Its energy above the lowest of the compared OMol25 structures with the same formula, charge and spin is 46.4 kJ/mol. For the HOMO-LUMO gap, the calculation gives 7.896 eV. For the maximum force, the calculation gives 2.16 eV/A.

Last column: Mulliken charge in e.
Element x y z (Å)
N 1.297 -1.657 3.796  -0.464
C 1.242 -0.997 2.838  0.587
O 1.042 -0.020 1.974  -0.407
P -0.079 -0.497 0.823  1.206
C -0.053 0.779 -0.451  -0.142
C -0.910 0.468 -1.677  -1.322
O -0.571 -0.772 -2.316  0.162
C -1.577 -1.186 -3.157  -0.111
O -2.556 -1.704 -2.705  -0.459
C -1.672 -0.676 1.687  -1.535
C -2.489 0.650 1.853  0.299
C -3.843 0.503 1.117  0.262
O -4.851 0.762 1.708  -0.540
O -3.927 0.054 -0.190  -0.482
C 0.376 -2.118 0.198  0.709
C -0.259 -3.237 0.725  -0.525
C 0.034 -4.500 0.244  -0.666
C 0.966 -4.667 -0.771  -0.822
C 1.619 -3.539 -1.257  -0.300
C 1.342 -2.287 -0.792  -0.719
H 0.980 1.011 -0.743  0.510
H -0.491 1.704 0.008  0.277
H -1.992 0.480 -1.487  0.642
H -0.712 1.275 -2.402  0.420
H -1.466 -1.006 -4.240  0.413
H -1.447 -1.061 2.696  0.682
H -2.266 -1.465 1.211  0.719
H -1.948 1.556 1.563  0.232
H -2.756 0.714 2.915  -0.039
H -3.719 -0.886 -0.274  0.327
H -1.000 -3.199 1.521  0.344
H -0.477 -5.360 0.674  0.414
H 1.169 -5.659 -1.167  0.460
H 2.351 -3.666 -2.054  0.647
H 1.859 -1.412 -1.188  0.282
C -3.290 0.616 6.573  0.058
O -2.399 0.820 5.759  -0.566
N -4.273 -0.281 6.415  0.211
C -5.319 -0.487 7.411  -1.010
C -4.276 -1.064 5.202  -0.920
H -3.354 1.173 7.520  0.273
H -5.284 -1.525 7.754  0.280
H -6.284 -0.287 6.961  0.487
H -5.179 0.173 8.258  0.290
H -3.341 -1.627 5.133  0.295
H -4.340 -0.395 4.339  0.263
H -5.117 -1.752 5.188  0.359
C 2.664 0.254 -3.624  0.006
O 2.223 0.352 -2.486  -0.593
N 3.961 0.210 -3.942  0.300
C 4.415 0.091 -5.316  -0.965
C 4.949 0.281 -2.877  -1.103
H 1.999 0.191 -4.500  0.316
H 5.006 -0.821 -5.425  0.275
H 5.033 0.953 -5.570  0.390
H 3.568 0.048 -5.998  0.297
H 4.798 -0.550 -2.187  0.240
H 4.825 1.215 -2.328  0.342
H 5.952 0.232 -3.294  0.445
C -1.507 4.221 -1.570  -0.169
O -0.693 3.554 -0.937  -0.584
N -2.722 4.571 -1.140  0.133
C -3.627 5.367 -1.954  -0.990
C -3.154 4.144 0.180  -0.783
H -1.282 4.595 -2.581  0.546
H -3.867 6.292 -1.429  0.361
H -4.545 4.804 -2.131  0.363
H -3.168 5.610 -2.910  0.317
H -2.467 4.534 0.933  0.301
H -3.142 3.054 0.230  0.069
H -4.159 4.505 0.382  0.406
C -8.312 0.364 9.402  0.099
O -7.411 0.584 8.609  -0.568
N -9.289 -0.542 9.225  0.107
C -10.333 -0.753 10.211  -0.919
C -9.297 -1.333 8.007  -0.880
H -8.395 0.910 10.355  0.262
H -10.303 -1.788 10.556  0.340
H -11.306 -0.551 9.759  0.339
H -10.194 -0.092 11.063  0.288
H -8.368 -1.901 7.934  0.250
H -9.365 -0.670 7.142  0.298
H -10.143 -2.016 8.010  0.368
C 3.716 -3.384 -4.673  0.033
O 3.922 -3.179 -3.483  -0.649
N 4.049 -4.499 -5.331  0.264
C 3.777 -4.669 -6.748  -0.990
C 4.705 -5.574 -4.605  -0.891
H 3.227 -2.631 -5.314  0.290
H 3.128 -5.534 -6.892  0.373
H 4.717 -4.828 -7.278  0.350
H 3.287 -3.786 -7.153  0.304
H 4.061 -5.909 -3.790  0.278
H 5.639 -5.209 -4.179  0.260
H 4.910 -6.406 -5.274  0.391
C 1.027 6.898 -1.898  0.656
O 0.797 7.711 -2.771  -0.622
N 1.984 7.015 -0.958  0.079
C 2.196 5.997 0.052  -0.694
C 2.827 8.199 -0.961  -0.963
H 0.447 5.965 -1.807  -0.180
H 2.057 6.433 1.044  0.338
H 3.213 5.608 -0.030  0.345
H 1.490 5.177 -0.077  0.074
H 2.207 9.089 -0.846  0.296
H 3.355 8.269 -1.912  0.293
H 3.547 8.148 -0.147  0.395
C 7.381 -2.983 -5.224  0.534
O 7.464 -3.380 -6.371  -0.666
N 8.423 -2.737 -4.410  0.076
C 8.241 -2.265 -3.050  -0.876
C 9.772 -2.953 -4.911  -0.999
H 6.405 -2.786 -4.747  -0.028
H 8.735 -1.298 -2.931  0.358
H 8.680 -2.982 -2.354  0.370
H 7.181 -2.153 -2.824  0.201
H 9.941 -2.323 -5.784  0.313
H 9.887 -3.995 -5.210  0.301
H 10.500 -2.712 -4.140  0.405

---

# 2
C4H7FO3Yb as an isolated structure in a non-equilibrium geometry, computed with the ωB97M-V functional and the def2-TZVPD basis.

The total charge is 0. For the HOMO-LUMO gap, the calculation gives 4.564 eV. For the maximum force, the calculation gives 2.51 eV/A.

Last column: Mulliken charge in e.
Element x y z (Å)
F -1.934 -0.846 -1.424  -0.279
O 2.907 1.398 -0.044  -0.397
C 3.439 0.454 -0.716  -0.404
O 2.617 -0.635 -0.700  -0.082
C 2.496 -1.663 0.362  -0.534
C -1.807 -0.742 -0.060  -0.039
O -1.245 0.501 0.248  -0.276
C -2.121 1.635 0.086  -0.629
Yb 1.025 0.773 0.756  0.977
H 3.471 -1.770 0.867  0.168
H 2.048 -2.508 -0.189  0.126
H -1.114 -1.526 0.283  0.256
H -2.812 -0.814 0.377  0.256
H -1.537 2.528 0.326  0.254
H -2.471 1.683 -0.951  0.314
H -2.962 1.534 0.781  0.288

---

# 3
C16H27LiNO5 as an isolated structure in a non-equilibrium geometry, computed with the ωB97M-V functional and the def2-TZVPD basis.

The total charge is +1. Its energy above the lowest of the compared OMol25 structures with the same formula, charge and spin is 99.4 kJ/mol. For the HOMO-LUMO gap (alpha / beta), the calculation gives 5.530 / 6.068 eV. For the maximum force, the calculation gives 5.21 eV/A.

Last column: Mulliken charge in e.
Element x y z (Å)
C -0.917 -2.328 -6.972  -1.322
C -1.703 -1.330 -7.405  0.668
H -1.394 -3.226 -6.601  0.388
H 0.098 -2.354 -7.363  0.345
C -2.087 -0.028 -6.933  1.422
C -2.034 0.582 -5.696  -1.267
H -2.226 0.121 -4.750  0.341
H -2.049 1.689 -5.679  0.221
C -2.159 -1.868 -8.750  -1.427
H -1.829 -2.908 -8.897  0.418
H -1.706 -1.323 -9.579  0.322
H -3.241 -1.886 -8.887  0.340
C -2.657 0.832 -8.050  -1.400
H -3.635 0.476 -8.387  0.286
H -2.003 0.777 -8.920  0.291
H -2.756 1.879 -7.754  0.396
Li 0.019 0.378 -0.002  1.009
O 0.052 -0.234 -1.861  -0.811
C 1.122 -0.184 -2.506  0.750
O 1.386 1.722 -0.402  -0.597
C 1.877 1.893 -1.523  0.400
O 2.609 2.938 -1.858  -0.371
N 1.800 1.018 -2.618  0.371
C 3.068 2.800 -3.246  -0.410
C 2.374 1.596 -3.822  -0.412
H 4.156 2.678 -3.242  0.273
H 2.815 3.728 -3.767  0.329
H 3.020 0.897 -4.350  0.380
H 1.570 1.924 -4.490  0.255
C 1.624 -1.455 -2.925  -0.482
C 1.013 -2.536 -2.364  -0.705
H 2.479 -1.549 -3.628  0.354
H -0.063 -2.470 -2.147  0.262
H 1.456 -3.540 -2.567  0.307
C -1.476 2.057 1.445  -0.716
O -1.495 0.652 1.131  -0.487
C -1.538 -0.282 2.236  -0.507
C -0.153 -0.863 2.544  -0.549
O 0.636 -0.801 1.345  -0.188
C 2.025 -1.101 1.450  -0.819
H -2.498 2.401 1.662  0.301
H -1.092 2.568 0.551  0.252
H -0.815 2.281 2.301  0.360
H -1.950 0.194 3.137  0.397
H -2.188 -1.102 1.898  0.316
H 0.317 -0.277 3.351  0.412
H -0.268 -1.913 2.851  0.398
H 2.595 -0.163 1.521  0.284
H 2.248 -1.736 2.322  0.424
H 2.301 -1.617 0.521  0.198

---

# 4
A 2-piece molecular cluster, CH6N5 overall in a non-equilibrium geometry, computed with the ωB97M-V functional and the def2-TZVPD basis.

The total charge is +1. Its energy above the lowest of the compared OMol25 structures with the same formula, charge and spin is 275.1 kJ/mol. For the HOMO-LUMO gap, the calculation gives 8.582 eV. For the maximum force, the calculation gives 5.76 eV/A.

Last column: Mulliken charge in e.
Element x y z (Å)
C 0.046 -1.623 -0.637  0.014
N -0.579 -1.528 -2.022  0.330
N -1.560 -1.213 -2.438  -0.050
N -1.983 -0.757 0.121  -0.466
N -0.824 -1.095 0.287  0.239
N 0.180 0.850 0.291  -0.765
H 0.131 -2.698 -0.374  0.352
H 1.010 -1.008 -0.654  0.275
H -2.466 -0.450 0.884  0.265
H 1.155 0.689 0.492  0.294
H -0.365 1.100 1.078  0.280
H 0.020 1.608 -0.342  0.232

---

# 5
C48H52InN8SSi as an isolated structure in a non-equilibrium geometry, computed with the ωB97M-V functional and the def2-TZVPD basis.

The total charge is +1. Its energy above the lowest of the compared OMol25 structures with the same formula, charge and spin is 347.8 kJ/mol. For the HOMO-LUMO gap, the calculation gives 6.057 eV. For the maximum force, the calculation gives 1.04 eV/A.

Last column: Mulliken charge in e.
Element x y z (Å)
In -0.207 0.023 0.269  2.618
C -0.817 -1.530 -2.646  -1.616
N 0.228 -1.451 -1.608  0.501
C 0.666 -2.777 -1.125  -1.931
C 0.883 -2.876 0.390  0.473
C 1.623 -4.199 0.743  0.439
C 2.521 -4.006 1.922  -1.457
C 2.718 -2.807 2.477  -1.267
C 2.104 -1.606 1.929  -0.537
N 1.307 -1.616 0.933  0.900
C 1.409 -0.753 -2.139  -1.366
C 1.248 0.712 -2.322  0.665
C 2.093 1.420 -3.171  -1.084
C 1.960 2.790 -3.264  -0.523
C 0.947 3.421 -2.546  -1.288
C 0.157 2.653 -1.721  -0.406
N 0.328 1.333 -1.581  0.831
C -2.135 -0.887 -2.299  0.778
C -3.250 -1.153 -3.090  -1.027
C -4.446 -0.525 -2.798  -0.623
C -4.495 0.351 -1.721  -1.000
C -3.341 0.555 -0.991  -0.220
N -2.186 -0.050 -1.277  0.682
H -1.012 -2.570 -2.913  0.717
H -0.454 -1.036 -3.552  0.512
H 1.618 -3.029 -1.602  0.364
H -0.051 -3.540 -1.407  0.907
H 2.168 -4.691 -0.069  0.809
H 3.031 -4.882 2.307  0.453
H 3.381 -2.685 3.322  0.583
H 2.347 -0.637 2.349  0.637
H 1.749 -1.218 -3.070  0.760
H 2.239 -0.872 -1.412  0.001
H 2.862 0.887 -3.714  0.567
H 2.628 3.365 -3.892  0.474
H 0.784 4.486 -2.626  0.510
H -0.654 3.090 -1.150  0.669
H -3.175 -1.843 -3.921  0.568
H -5.327 -0.722 -3.393  0.422
H -5.408 0.865 -1.456  0.517
H -3.319 1.228 -0.140  0.300
C -1.283 -1.512 5.065  -0.882
C -2.698 -1.978 5.286  1.630
C -3.250 -1.935 6.564  -0.767
C -4.528 -2.403 6.820  -0.713
C -5.288 -2.939 5.791  -0.671
C -4.769 -2.976 4.510  -0.880
C -3.490 -2.490 4.250  -0.097
N -2.998 -2.570 2.918  0.409
C -2.562 -1.522 2.150  -0.538
N -2.860 -0.307 2.667  0.461
C -2.411 1.004 2.428  -0.006
C -1.341 1.363 1.607  0.504
C -1.009 2.715 1.503  -1.634
C -1.702 3.693 2.195  -1.918
C -2.757 3.319 3.009  -1.059
C -3.127 1.991 3.136  1.381
C -4.279 1.620 4.037  -1.552
N -1.989 -1.717 1.000  1.308
C -1.644 -3.051 0.687  -2.348
C -0.312 -3.406 1.229  0.538
C 0.245 -4.833 1.122  0.014
C -0.495 -5.622 0.082  -1.485
C -1.665 -5.211 -0.413  -0.721
C -2.306 -3.919 -0.093  2.020
C -3.677 -3.650 -0.644  -2.028
H -0.683 -1.714 5.951  0.599
H -1.237 -0.437 4.874  0.206
H -0.826 -2.020 4.216  -0.224
H -2.649 -1.547 7.378  0.464
H -4.926 -2.362 7.825  0.417
H -6.281 -3.321 5.984  0.409
H -5.351 -3.383 3.692  0.486
H -3.077 -3.456 2.443  0.291
H -3.472 -0.374 3.466  -0.179
H -0.177 3.009 0.879  0.901
H -1.419 4.733 2.101  0.516
H -3.306 4.075 3.558  0.399
H -4.738 2.520 4.439  0.447
H -3.954 1.015 4.890  0.316
H -5.053 1.067 3.499  0.345
H -0.218 -3.013 2.241  -0.381
H 0.266 -5.408 2.054  0.640
H -0.082 -6.583 -0.205  0.374
H -2.197 -5.844 -1.115  0.501
H -3.695 -3.774 -1.729  0.455
H -3.996 -2.636 -0.404  0.203
H -4.399 -4.355 -0.224  0.441
C 6.423 1.529 -2.174  -0.929
Si 6.292 2.332 -0.471  0.000
C 7.596 1.633 0.695  -1.076
C 6.605 4.179 -0.756  -1.171
C 4.590 2.243 0.371  0.332
C 4.184 3.320 1.132  -0.091
C 2.967 3.291 1.809  -1.461
C 2.142 2.221 1.576  -0.716
N 2.450 1.166 0.797  0.421
C 3.735 1.098 0.321  -0.144
S 4.450 -0.402 -0.111  -0.597
H 7.352 1.851 -2.654  0.395
H 5.595 1.828 -2.822  0.235
H 6.427 0.445 -2.109  0.294
H 8.596 1.744 0.267  0.343
H 7.424 0.572 0.879  0.288
H 7.586 2.150 1.657  0.342
H 7.480 4.314 -1.396  0.363
H 6.800 4.715 0.175  0.342
H 5.756 4.657 -1.250  0.333
H 4.833 4.184 1.232  0.300
H 2.663 4.088 2.474  0.470
H 1.175 2.165 2.062  0.822

---

# 6
C41H28F6HgIN4O7PS4 as an isolated structure in a non-equilibrium geometry, computed with the ωB97M-V functional and the def2-TZVPD basis.

The total charge is -1. As for the expectation value of S²: 0.773. Its energy above the lowest of the compared OMol25 structures with the same formula, charge and spin is 476.0 kJ/mol. The spin multiplicity is 2. For the HOMO-LUMO gap (alpha / beta), the calculation gives 3.162 / 6.218 eV. For the maximum force, the calculation gives 5.85 eV/A.

Last column: Mulliken charge in e.
Element x y z (Å)
Hg -0.347 1.268 0.942  3.900
F 3.858 1.344 1.775  -0.201
C 3.518 0.828 2.963  0.507
F 4.372 1.332 3.860  -0.247
F 3.777 -0.491 2.886  -0.233
S 1.679 1.092 3.378  1.076
O 1.114 0.505 2.165  -1.414
O 1.589 0.312 4.570  -0.752
N 1.714 2.650 3.379  -0.543
S 0.391 3.456 3.025  1.329
O -0.283 4.229 4.015  -0.686
O -0.319 3.090 1.802  -0.619
C 1.437 4.825 2.207  0.559
F 2.271 4.308 1.287  -0.241
F 2.191 5.507 3.078  -0.254
F 0.691 5.741 1.562  -0.260
I -2.655 1.423 -0.733  0.113
C -3.501 -0.446 -1.459  -0.225
C -4.825 -0.312 -1.843  -0.855
C -5.459 -1.310 -2.573  -0.856
C -4.737 -2.407 -2.961  -0.859
C -3.394 -2.566 -2.570  0.871
C -2.685 -3.662 -3.095  -1.261
C -1.351 -3.824 -2.824  -1.482
C -0.738 -2.958 -1.933  -1.366
C -1.407 -1.907 -1.309  1.496
P -0.410 -1.153 0.043  2.174
C 1.197 -1.107 -0.858  0.455
C 2.395 -1.411 -0.220  -0.968
C 3.593 -1.310 -0.908  -0.770
C 3.608 -0.902 -2.231  -0.630
C 2.423 -0.554 -2.860  -0.547
C 1.228 -0.644 -2.174  -0.679
C -0.066 -2.518 1.238  -0.477
C -0.224 -2.224 2.589  1.016
C 0.020 -3.168 3.569  -0.846
C 0.444 -4.439 3.218  -0.892
C 0.627 -4.740 1.881  -0.930
C 0.377 -3.795 0.902  0.226
C -2.743 -1.608 -1.716  0.659
H -5.346 0.600 -1.605  0.361
H -6.487 -1.189 -2.875  0.377
H -5.174 -3.165 -3.594  0.331
H -3.201 -4.340 -3.756  0.326
H -0.782 -4.622 -3.276  0.408
H 0.316 -3.087 -1.742  0.466
H 2.388 -1.731 0.813  0.286
H 4.515 -1.557 -0.400  0.416
H 4.540 -0.871 -2.778  0.415
H 2.421 -0.230 -3.892  0.413
H 0.301 -0.381 -2.665  0.501
H -0.526 -1.236 2.888  -0.143
H -0.113 -2.900 4.606  0.503
H 0.641 -5.180 3.978  0.392
H 0.975 -5.721 1.591  0.417
H 0.538 -4.078 -0.122  0.309
O -0.470 1.741 3.967  -0.793
C -1.398 0.957 3.616  0.067
N -1.867 0.872 2.372  -0.475
S -3.020 -0.299 2.239  0.952
O -4.316 0.247 1.950  -0.775
O -2.588 -1.299 1.272  -0.390
C -2.923 -0.842 3.950  0.469
C -3.566 -1.808 4.684  -0.703
C -3.251 -1.934 6.035  -0.512
C -2.282 -1.115 6.620  -0.762
C -1.636 -0.145 5.886  -0.441
C -1.986 0.009 4.546  -0.007
H -4.282 -2.469 4.223  0.534
H -3.759 -2.676 6.632  0.417
H -2.027 -1.259 7.659  0.415
H -0.870 0.493 6.293  0.577
S 3.060 4.301 -4.147  -0.171
C 2.248 3.607 -2.726  -0.047
C 2.885 2.667 -1.917  -1.115
C 2.162 2.049 -0.922  -0.022
N 0.863 2.300 -0.679  0.457
C 0.289 3.273 -1.412  -0.716
C 0.922 3.923 -2.440  -1.036
C 2.303 3.174 -5.327  0.367
C 2.970 2.011 -5.692  -0.122
C 2.353 1.164 -6.593  -0.426
N 1.160 1.397 -7.122  -0.583
C 0.529 2.503 -6.758  -0.488
C 1.049 3.429 -5.870  -0.156
H 3.926 2.428 -2.067  0.596
H 2.631 1.300 -0.299  0.287
H -0.727 3.543 -1.159  0.483
H 0.399 4.667 -3.016  0.478
H 3.945 1.791 -5.284  0.425
H 2.838 0.254 -6.923  0.401
H -0.439 2.656 -7.217  0.368
H 0.503 4.323 -5.614  0.378